[1]
An isolated molecule of Cl2H2 in a non-equilibrium geometry. Source: the OMol25 dataset; level of theory: the ωB97M-V functional and the def2-TZVPD basis.

Values from the calculation:
ΔE to the lowest compared entry with this formula, charge and spin: 708.3 kJ/mol
charge: 0
HOMO level: -0.259 hartree
electronic energy: -25070.24062 eV
F_max: 0.32165 Eh/bohr

```
4
Properties=species:S:1:pos:R:3:lowdin_charge:R:1
H -1.544 1.002 0.013 -0.16
H 1.759 -0.846 0.020 -0.22
Cl -1.027 -0.173 -0.015 0.24
Cl 0.812 0.018 -0.017 0.14
```

=====

[2]
A 2-piece molecular cluster, C4H11N2O overall in a non-equilibrium geometry. Source: the OMol25 dataset; level of theory: the ωB97M-V functional and the def2-TZVPD basis.

Values from the calculation:
ΔE to the lowest compared entry with this formula, charge and spin: 238.0 kJ/mol
charge: 0
HOMO level (spin up / spin down): -0.167 / -0.297 hartree
electronic energy: -9350.05067 eV
multiplicity: 2
F_max: 0.04040 Eh/bohr

```
18
Properties=species:S:1:pos:R:3:lowdin_charge:R:1
O 2.154 0.577 -0.487 -0.25
C 1.906 0.706 0.797 -0.35
C 0.722 1.428 1.386 -0.33
N -0.127 0.492 2.171 -0.03
H 2.564 0.232 1.532 0.08
H 1.110 2.176 2.087 0.09
H 0.198 1.989 0.595 0.09
H -0.904 1.012 2.570 0.05
H -0.553 -0.226 1.594 0.03
C -0.596 -1.379 -1.653 -0.15
C -1.755 -1.877 -1.286 0.04
N -0.192 -0.014 -1.320 0.15
H 0.136 -1.904 -2.249 0.12
H -2.003 -2.884 -1.579 0.07
H -2.443 -1.321 -0.661 0.07
H -0.503 0.704 -1.967 0.16
H -0.592 0.175 -0.399 0.10
H 0.878 0.112 -1.131 0.07
```

=====

[3]
An isolated molecule of C7H7ClS in a non-equilibrium geometry. Source: the OMol25 dataset; level of theory: the ωB97M-V functional and the def2-TZVPD basis.

Values from the calculation:
ΔE to the lowest compared entry with this formula, charge and spin: 194.3 kJ/mol
charge: 0
HOMO level: -0.327 hartree
SMILES: Cl[C@H]1SC2=C3C[C@@H]1C[C@H]32
electronic energy: -30727.05551 eV
F_max: 0.04015 Eh/bohr

```
16
Properties=species:S:1:pos:R:3:lowdin_charge:R:1
Cl -2.227 -1.734 1.780 0.58
C -0.558 -1.235 1.400 -0.88
S 0.461 -2.661 0.690 0.89
C 0.824 -1.977 -0.875 -0.43
C -0.038 -1.103 -1.452 -0.14
C -1.205 -0.402 -0.910 -0.11
C -0.532 -0.034 0.457 -0.36
C 0.934 0.359 0.121 -0.11
C 1.280 -0.540 -1.067 -0.20
H -0.063 -1.021 2.345 0.06
H -1.466 0.499 -1.463 0.12
H -2.085 -1.027 -0.777 0.09
H -1.075 0.787 0.929 0.14
H 1.592 0.191 0.975 0.12
H 0.993 1.413 -0.159 0.12
H 2.094 -0.295 -1.727 0.11
```

=====

[4]
C35H43ClGeN4O3Ti as an isolated structure in a non-equilibrium geometry. Source: the OMol25 dataset; level of theory: the ωB97M-V functional and the def2-TZVPD basis.

Values from the calculation:
ΔE to the lowest compared entry with this formula, charge and spin: 110.7 kJ/mol
charge: +1
HOMO level (spin up / spin down): -0.359 / -0.361 hartree
electronic energy: -141250.35874 eV
multiplicity: 2
F_max: 0.02516 Eh/bohr

```
88
Properties=species:S:1:pos:R:3:lowdin_charge:R:1
Ti -0.159 -0.450 0.202 1.01
C 1.302 4.990 -1.334 -0.04
C 1.634 3.821 -0.611 -0.14
N 1.251 2.613 -0.937 0.11
C 0.487 2.445 -2.056 -0.16
C 0.082 3.555 -2.831 -0.16
C 0.519 4.845 -2.438 0.00
C -0.760 3.391 -3.957 -0.03
C -1.193 2.142 -4.298 -0.06
C -0.791 1.030 -3.537 -0.04
C 0.051 1.134 -2.445 -0.21
N 0.382 -0.025 -1.700 -0.03
C 0.906 -1.100 -2.401 -0.26
C 1.382 -1.110 -3.705 0.00
C 1.845 -2.290 -4.320 -0.06
C 1.839 -3.494 -3.670 -0.04
C 1.403 -3.530 -2.320 -0.15
C 1.399 -4.716 -1.550 0.02
C 1.014 -4.704 -0.234 -0.02
C 0.632 -3.475 0.326 -0.10
N 0.618 -2.350 -0.369 0.01
C 0.992 -2.346 -1.685 -0.16
H 1.661 5.953 -1.000 0.11
H 2.238 3.919 0.288 0.10
H 0.215 5.700 -3.030 0.12
H -1.050 4.265 -4.525 0.12
H -1.844 1.992 -5.147 0.11
H -1.140 0.051 -3.841 0.11
H 1.381 -0.199 -4.285 0.12
H 2.199 -2.227 -5.340 0.11
H 2.171 -4.405 -4.146 0.11
H 1.715 -5.637 -2.024 0.13
H 1.005 -5.596 0.373 0.11
H 0.341 -3.411 1.368 0.11
C 3.584 -1.129 1.257 -0.02
C 3.045 0.208 0.756 -0.61
C 3.645 1.349 1.559 -0.05
C 3.389 0.348 -0.718 -0.02
O 1.591 0.216 0.951 -0.43
Ge 0.509 1.454 2.006 1.12
O -0.949 1.331 0.666 -0.43
C -2.097 2.224 0.730 -0.64
C -1.664 3.602 1.206 -0.05
C -3.113 1.630 1.700 -0.01
C -2.682 2.304 -0.673 0.00
O -0.373 -0.206 2.476 -0.40
C -0.173 -0.786 3.785 -0.68
C 1.249 -1.292 3.939 -0.03
C -0.483 0.271 4.841 -0.05
C -1.157 -1.942 3.934 -0.03
H 4.628 -1.228 0.955 0.10
H 3.539 -1.216 2.339 0.07
H 3.033 -1.957 0.812 0.07
H 4.733 1.297 1.497 0.10
H 3.335 2.319 1.169 0.06
H 3.373 1.289 2.615 0.07
H 4.473 0.442 -0.807 0.10
H 3.091 -0.537 -1.278 0.08
H 2.919 1.221 -1.161 0.07
H -1.337 3.598 2.247 0.07
H -0.862 4.000 0.583 0.07
H -2.514 4.282 1.136 0.10
H -2.646 1.399 2.657 0.08
H -3.923 2.341 1.872 0.10
H -3.558 0.721 1.296 0.07
H -2.043 2.869 -1.347 0.08
H -2.818 1.303 -1.086 0.08
H -3.659 2.790 -0.635 0.10
H 1.481 -2.038 3.179 0.08
H 1.969 -0.477 3.841 0.07
H 1.391 -1.743 4.922 0.10
H 0.245 1.085 4.830 0.07
H -1.475 0.692 4.677 0.08
H -0.460 -0.168 5.839 0.10
H -1.012 -2.686 3.148 0.07
H -1.018 -2.444 4.891 0.10
H -2.188 -1.588 3.894 0.08
Cl -4.680 -3.083 2.216 0.74
C -3.844 -2.619 0.786 -0.63
C -4.242 -3.063 -0.466 -0.05
C -3.536 -2.644 -1.585 -0.01
C -2.443 -1.815 -1.415 -0.08
N -2.065 -1.395 -0.196 -0.02
C -2.755 -1.769 0.883 -0.15
H -5.093 -3.724 -0.559 0.12
H -3.822 -2.962 -2.576 0.12
H -1.837 -1.477 -2.245 0.11
H -2.427 -1.375 1.834 0.08
```

=====

[5]
A 4-piece molecular cluster, C18H18BrF3Si overall. Source: the OMol25 dataset; level of theory: the ωB97M-V functional and the def2-TZVPD basis.

Values from the calculation:
charge: 0
HOMO level: -0.336 hartree
SMILES: Fc1ccccc1.Fc1ccccc1.Fc1ccccc1.[SiH3]Br
electronic energy: -105030.95254 eV
F_max: 0.00184 Eh/bohr

```
41
Properties=species:S:1:pos:R:3:lowdin_charge:R:1
F -3.261 1.896 2.105 0.04
C -2.367 0.951 2.477 -0.28
C -2.514 0.354 3.713 -0.02
C -1.592 -0.614 4.086 -0.08
C -0.555 -0.965 3.233 -0.09
C -0.436 -0.345 1.996 -0.09
C -1.348 0.627 1.605 -0.01
H -3.332 0.648 4.357 0.12
H -1.688 -1.095 5.051 0.10
H 0.161 -1.719 3.530 0.10
H 0.373 -0.615 1.331 0.04
H -1.278 1.127 0.649 0.12
F -9.324 2.286 -0.188 0.05
C -8.327 3.117 0.182 -0.29
C -7.128 2.570 0.597 -0.01
C -6.107 3.431 0.976 -0.08
C -6.297 4.806 0.934 -0.10
C -7.514 5.325 0.512 -0.09
C -8.546 4.479 0.130 -0.02
H -7.008 1.496 0.619 0.12
H -5.161 3.021 1.303 0.08
H -5.498 5.472 1.231 0.10
H -7.665 6.396 0.478 0.10
H -9.504 4.855 -0.203 0.12
F 5.792 -1.167 -3.181 0.02
C 6.246 -2.431 -3.326 -0.31
C 5.349 -3.473 -3.201 -0.02
C 5.825 -4.769 -3.344 -0.08
C 7.169 -5.001 -3.604 -0.10
C 8.045 -3.931 -3.723 -0.08
C 7.588 -2.627 -3.583 -0.02
H 4.308 -3.262 -2.997 0.12
H 5.139 -5.601 -3.250 0.11
H 7.533 -6.014 -3.713 0.10
H 9.094 -4.108 -3.926 0.10
H 8.248 -1.775 -3.672 0.12
Si 5.289 -0.678 0.157 0.18
Br 3.071 -0.548 0.182 0.22
H 5.662 -1.969 -0.441 -0.11
H 5.759 -0.599 1.550 -0.11
H 5.802 0.449 -0.632 -0.10
```

=====

[6]
An isolated molecule of C3H3ClN2O in a non-equilibrium geometry. Source: the OMol25 dataset; level of theory: the ωB97M-V functional and the def2-TZVPD basis.

Values from the calculation:
ΔE to the lowest compared entry with this formula, charge and spin: 308.0 kJ/mol
charge: 0
HOMO level: -0.361 hartree
SMILES: [H]/N=C1\CN(Cl)C1=O
electronic energy: -20706.34745 eV
F_max: 0.08189 Eh/bohr

```
10
Properties=species:S:1:pos:R:3:lowdin_charge:R:1
H 1.631 -1.059 1.746 0.10
N 1.501 -1.129 0.709 0.16
C 0.430 -0.842 0.184 -0.21
C -0.683 0.418 0.696 -0.06
N -0.564 0.637 -0.779 -0.50
Cl -1.012 2.150 -1.460 0.66
C 0.088 -0.549 -1.222 -0.48
O 0.230 -0.938 -2.305 0.16
H -1.632 0.245 1.193 0.09
H 0.010 1.068 1.239 0.09
```

=====

[7]
C40H56ClN6O3S2SbSi3Ti as an isolated structure in a non-equilibrium geometry. Source: the OMol25 dataset; level of theory: the ωB97M-V functional and the def2-TZVPD basis.

Values from the calculation:
ΔE to the lowest compared entry with this formula, charge and spin: 65.4 kJ/mol
charge: -1
HOMO level (spin up / spin down): -0.093 / -0.091 hartree
electronic energy: -144948.39777 eV
multiplicity: 4
F_max: 0.09635 Eh/bohr

```
113
Properties=species:S:1:pos:R:3:lowdin_charge:R:1
Ti 1.832 0.379 1.421 0.77
C 1.925 3.811 4.154 -0.05
C 1.715 2.998 2.924 -0.34
N 1.293 1.724 2.994 -0.13
N 0.751 1.281 4.171 -0.05
C -0.573 1.593 4.435 -0.85
N -1.022 1.095 5.615 0.09
S -1.469 2.562 3.371 0.61
C 1.625 3.564 1.625 -0.31
C 1.464 4.968 1.446 -0.02
C 0.859 5.415 0.307 -0.07
C 0.547 4.483 -0.700 -0.04
C 0.878 3.113 -0.532 -0.07
N 1.441 2.677 0.626 0.04
H 1.788 3.306 5.138 0.08
H 1.058 4.479 4.206 0.07
H 2.891 4.385 4.160 0.09
H 1.139 0.427 4.628 0.13
H -0.413 0.645 6.309 0.12
H -1.959 1.235 5.871 0.07
H 1.919 5.658 2.203 0.13
H 0.689 6.448 0.178 0.09
H 0.048 4.847 -1.569 0.08
H 0.793 2.370 -1.318 0.09
C 1.904 -0.232 -2.535 -0.32
Sb 0.763 -1.364 -1.063 1.45
C 3.341 -0.353 0.381 -0.34
C 3.599 -1.695 -0.018 -0.43
C 4.877 -2.268 0.113 -0.05
C 5.118 -3.519 -0.422 -0.05
C 4.053 -4.406 -0.791 -0.07
C 2.783 -3.831 -0.859 -0.14
N 2.588 -2.505 -0.493 -0.17
Si 4.860 0.753 0.753 0.49
C 5.691 0.158 2.366 -0.18
C 6.096 0.619 -0.674 -0.19
C 4.659 2.662 0.831 -0.17
C -4.076 1.459 -3.513 -0.30
C -4.256 1.283 -2.088 -0.39
C -5.383 0.653 -1.471 -0.07
C -5.621 0.890 -0.134 -0.11
C -4.617 1.499 0.629 -0.13
C -3.427 1.860 -0.014 -0.28
N -3.234 1.756 -1.295 0.04
Si -3.155 3.040 -4.063 0.41
C -1.528 2.494 -4.831 -0.19
C -3.986 3.942 -5.403 -0.21
C -3.048 4.337 -2.712 -0.18
Si -4.428 0.041 -4.698 0.44
C -3.405 -1.327 -3.920 -0.20
C -3.931 0.309 -6.546 -0.18
C -6.208 -0.549 -4.779 -0.20
H 2.817 -0.747 -2.727 -0.02
H 2.200 0.786 -2.198 0.00
H 1.334 -0.153 -3.493 0.01
H 5.710 -1.672 0.558 0.09
H 6.132 -3.860 -0.380 0.10
H 4.222 -5.429 -1.150 0.10
H 1.835 -4.274 -1.281 0.11
H 5.202 -0.656 2.944 0.04
H 5.906 0.985 2.972 -0.01
H 6.737 -0.164 2.133 0.04
H 6.701 -0.268 -0.586 0.01
H 6.833 1.456 -0.736 0.04
H 5.583 0.595 -1.621 0.02
H 4.110 3.067 1.652 -0.01
H 4.052 2.836 -0.077 0.03
H 5.683 3.054 0.631 0.04
H -6.102 0.221 -2.100 0.05
H -6.604 0.549 0.252 0.10
H -4.681 1.690 1.674 0.06
H -2.588 2.112 0.637 0.03
H -0.935 1.867 -4.193 -0.01
H -0.948 3.391 -5.063 0.01
H -1.727 1.868 -5.737 0.02
H -4.609 4.724 -4.998 0.01
H -4.607 3.329 -6.131 0.04
H -3.296 4.413 -6.093 0.02
H -2.740 3.959 -1.765 -0.02
H -4.065 4.710 -2.631 0.03
H -2.253 5.029 -3.083 0.03
H -2.347 -1.013 -3.864 0.02
H -3.529 -2.119 -4.629 -0.01
H -3.792 -1.630 -2.935 0.03
H -2.901 -0.087 -6.695 0.02
H -3.914 1.358 -6.834 -0.01
H -4.691 -0.314 -7.027 0.01
H -6.621 -0.584 -3.809 -0.02
H -6.319 -1.599 -5.194 0.04
H -6.815 0.118 -5.372 0.02
C 0.494 -6.081 5.695 -0.05
C 0.017 -6.182 4.284 -0.18
C -0.951 -7.110 3.912 -0.06
C -1.528 -7.077 2.609 -0.68
Cl -2.804 -8.112 2.092 0.64
C -0.923 -6.305 1.610 -0.13
C 0.103 -5.438 1.925 -0.03
C 0.486 -5.187 3.278 -0.22
O 1.009 -4.087 3.749 -0.01
C 1.036 -3.005 2.853 -0.08
C 1.390 -1.766 3.669 -0.59
O 1.241 -1.747 4.865 0.09
O 1.831 -0.800 2.951 -0.17
H 0.967 -7.031 6.028 0.09
H -0.253 -5.817 6.471 0.09
H 1.291 -5.343 5.724 0.07
H -1.329 -7.804 4.651 0.11
H -1.249 -6.385 0.561 0.11
H 0.516 -4.881 1.081 0.09
H 0.022 -2.801 2.480 0.13
H 1.807 -3.154 2.061 0.14
S -1.494 -0.359 1.191 0.71
C 0.105 -0.248 0.796 -1.00
```

=====

> What is the F_max in the fourth record?

0.02516 Eh/bohr

=====

Repeat the second record exactly.
A 2-piece molecular cluster, C4H11N2O overall in a non-equilibrium geometry. Source: the OMol25 dataset; level of theory: the ωB97M-V functional and the def2-TZVPD basis.

Values from the calculation:
ΔE to the lowest compared entry with this formula, charge and spin: 238.0 kJ/mol
charge: 0
HOMO level (spin up / spin down): -0.167 / -0.297 hartree
electronic energy: -9350.05067 eV
multiplicity: 2
F_max: 0.04040 Eh/bohr

```
18
Properties=species:S:1:pos:R:3:lowdin_charge:R:1
O 2.154 0.577 -0.487 -0.25
C 1.906 0.706 0.797 -0.35
C 0.722 1.428 1.386 -0.33
N -0.127 0.492 2.171 -0.03
H 2.564 0.232 1.532 0.08
H 1.110 2.176 2.087 0.09
H 0.198 1.989 0.595 0.09
H -0.904 1.012 2.570 0.05
H -0.553 -0.226 1.594 0.03
C -0.596 -1.379 -1.653 -0.15
C -1.755 -1.877 -1.286 0.04
N -0.192 -0.014 -1.320 0.15
H 0.136 -1.904 -2.249 0.12
H -2.003 -2.884 -1.579 0.07
H -2.443 -1.321 -0.661 0.07
H -0.503 0.704 -1.967 0.16
H -0.592 0.175 -0.399 0.10
H 0.878 0.112 -1.131 0.07
```

=====

> Which formula does entry 2 have?

C4H11N2O